[1]
Below is C5H6OS as an isolated structure, with properties calculated with the ωB97M-V functional and the def2-TZVPD basis.

Summary:
Net charge: 0
HOMO-LUMO gap (eV): 8.53
HOMO (eV): -8.5841

Positions of all 13 atoms, in Å:
1 C 0.82329 0.28500 0.94958
2 C -0.09981 -0.93029 0.87593
3 C -0.52492 -0.74605 -0.56267
4 C -0.83708 0.75449 -0.72942
5 C 0.70803 0.75181 -0.53027
6 H -0.84746 -0.87733 1.66099
7 H 0.47740 -1.84359 1.01542
8 H -1.08828 -1.58383 -1.01137
9 H -1.33629 1.30281 0.10800
10 H -1.12391 0.96774 -1.74982
11 H 1.44651 1.50475 -0.94540
12 O 0.74377 -0.51879 -1.23328
13 S 1.65875 0.93328 2.15230

---

[2]
Below is an isolated ion of composition C3H6IN2 and charge +1, with properties calculated with the ωB97M-V functional and the def2-TZVPD basis.

Summary:
Net charge: +1
SMILES: NCC=[N+]=CI
HOMO-LUMO gap (eV): 9.25
HOMO (eV): -14.0851

Positions of all 12 atoms, in Å:
1 C -1.17813 -0.76397 0.28093
2 C -0.37358 0.30449 -0.56737
3 C 0.30928 -0.72183 2.06920
4 N -0.71618 -0.92932 1.38090
5 N 0.94163 0.48394 -0.18881
6 I 0.32676 0.81850 3.62106
7 H -2.08835 -1.21844 -0.15689
8 H -0.56098 0.07998 -1.57132
9 H -1.08530 1.18920 -0.29423
10 H 1.14180 -1.45031 1.98572
11 H 1.54867 -0.05310 -0.75720
12 H 1.43609 1.36999 0.07026

---

[3]
Below is a 3-piece molecular cluster, C6H14O2 overall, with properties calculated with the ωB97M-V functional and the def2-TZVPD basis.

Summary:
Net charge: 0
SMILES: C=C(C)C(=C)C.O.O
HOMO-LUMO gap (eV): 9.43
HOMO (eV): -8.6137

Positions of all 22 atoms, in Å:
1 C -0.67991 -0.25987 3.32161
2 C -0.23868 0.66110 2.27924
3 C -0.21525 1.99148 2.47618
4 C 1.32345 0.77003 0.30472
5 C 0.58527 0.08735 1.10676
6 C 0.23753 -1.41583 0.93343
7 H -0.90292 -1.31821 3.03423
8 H -1.61311 -0.10693 3.85855
9 H 0.11704 -0.37332 4.04471
10 H 0.18180 2.64044 1.72109
11 H -0.35729 2.53516 3.39240
12 H 1.75815 0.41748 -0.66965
13 H 1.62810 1.88682 0.26370
14 H -0.11224 -1.80904 1.87507
15 H 1.05253 -2.13889 0.77872
16 H -0.39651 -1.51233 0.05564
17 H -1.33943 -6.18594 -3.63259
18 H -0.93129 -4.70910 -3.99292
19 O -1.42443 -5.45686 -4.19358
20 H 1.35042 4.71860 -4.27550
21 H -0.12826 4.60093 -4.38372
22 O 0.62676 4.25045 -3.88160

---

[4]
Below is an isolated ion of composition C8H15N3O and charge +2, with properties calculated with the ωB97M-V functional and the def2-TZVPD basis.

Summary:
Net charge: +2
SMILES: C=[N+]=C1CCO/C(=C\[NH3+])CNC1
HOMO-LUMO gap (eV): 9.02
HOMO (eV): -16.3565

Positions of all 27 atoms, in Å:
1 C -2.68591 2.14354 -0.52734
2 C -1.22721 -0.32687 1.54074
3 C -1.45171 -0.98071 -1.00140
4 C 0.88706 -1.43259 -0.86176
5 C 0.12628 -0.97384 1.79877
6 C -1.53625 0.05726 0.12620
7 C 1.28532 -0.18710 -0.10030
8 C 2.19060 0.65163 -0.61724
9 N -2.08492 1.10416 -0.17280
10 N -0.46277 -1.92738 -0.70782
11 N 2.96399 1.63055 0.08094
12 O 1.16111 -0.26288 1.27163
13 H -3.77372 2.14950 -0.67566
14 H -2.08702 -0.86914 1.98042
15 H -1.32236 0.59896 2.17827
16 H -2.47659 -1.40137 -1.06682
17 H -1.45691 -0.37766 -1.95502
18 H 1.29023 -1.38495 -1.90924
19 H 1.51211 -2.19560 -0.51266
20 H 0.21772 -0.83140 2.80393
21 H 0.09773 -1.92223 1.38403
22 H -2.28169 3.02447 -0.87575
23 H 2.10091 0.83573 -1.64868
24 H -0.58521 -2.85755 -1.08306
25 H 2.59823 2.11570 0.87027
26 H 3.10481 2.38085 -0.66160
27 H 3.89619 1.23892 0.34193

---

[5]
Below is a 2-piece molecular cluster, C5H8FN2 overall, with properties calculated with the ωB97M-V functional and the def2-TZVPD basis.

Summary:
Net charge: +1
HOMO-LUMO gap (spin up / spin down) (eV): 5.44 / 5.44
HOMO (spin up / spin down) (eV): -12.6660 / -12.6660

Positions of all 16 atoms, in Å:
1 C 2.90908 -0.20081 0.25622
2 C 1.72816 -0.61862 0.84773
3 C 1.13501 0.87074 -0.60469
4 C -2.00144 -0.77788 -0.25467
5 C -2.87736 0.18220 0.38666
6 N 2.53076 0.66888 -0.72238
7 N 0.69696 0.07249 0.32402
8 F -2.99670 1.34392 -0.28734
9 H 3.79127 -0.75336 0.08066
10 H 1.52118 -1.42933 1.50086
11 H 0.63096 1.49227 -1.28483
12 H -2.03582 -1.64242 0.28174
13 H -1.61524 -0.60047 -1.31011
14 H -3.88471 -0.31987 0.57991
15 H -2.54953 0.40613 1.49387
16 H 3.01739 1.30612 -1.28764

---

[6]
Below is a 3-piece molecular cluster, C2H4N6O overall, with properties calculated with the ωB97M-V functional and the def2-TZVPD basis.

Summary:
Net charge: 0
HOMO-LUMO gap (eV): 7.30
HOMO (eV): -8.6797

Positions of all 13 atoms, in Å:
1 C -1.42105 -0.16347 -0.15197
2 C 1.05703 -0.63473 -0.29602
3 H 0.12126 1.40053 -1.27056
4 H -1.33383 2.19338 0.97549
5 H -3.31528 -0.31993 1.17418
6 H -0.56251 -1.90982 -0.56871
7 N -1.14011 1.24489 -0.31476
8 N -2.40204 -0.80657 0.62916
9 N -0.19999 -0.99173 -0.58470
10 N 1.28136 0.80491 -0.26825
11 N 2.58175 0.86314 0.34642
12 N 2.20087 -1.40712 -0.01987
13 O 3.13255 -0.27348 0.34958

---

Quick rundown of energy relative to the best compared isomer or geometry (same formula, charge and spin), same order as above: 180.0; 196.9; 344.9; 22.2; 348.8; 967.1 kJ/mol